45
Properties=species:S:1:pos:R:3 method="wB97M-V/def2-TZVPD" molar_mass_da=257.37 lumo_ev=0.4 e_homo_ha=-0.31082 charge=0 total_energy_ev=-22575.1654 homo_lumo_gap_ev=8.864
O -0.4825 1.0872 0.8986
O -2.7656 0.9270 4.6305
O -0.3319 2.2459 4.7616
N -0.3648 -0.7244 2.3964
C 0.6378 -0.8480 -1.7662
C 1.6043 -0.1310 -0.7588
C 0.4292 -1.6468 -4.1424
C -0.9711 0.3138 3.0452
C -1.6293 1.4070 1.9847
C 0.1249 1.3003 3.8845
C 0.5098 0.8676 -3.7176
C -0.3337 -0.1501 1.0570
C -2.2009 -0.0481 4.0288
C -0.7991 -0.4989 -1.4567
C 1.2169 -0.1318 0.5862
C 1.0843 -0.3168 -3.2810
C 2.5171 -0.6777 -3.4836
C -0.9193 -1.1502 0.0158
H -1.5493 -0.5477 4.8336
H 0.3646 0.3365 4.6642
H 1.1776 0.9859 -1.0629
H -0.9039 0.4613 -1.5178
H -1.3590 2.4697 2.2834
H -1.9874 -0.9835 0.2786
H -0.9705 -1.3542 2.3750
H 2.6852 -0.6029 -4.5811
H 0.5106 -1.4103 -5.2370
H -2.3844 1.7773 5.0103
H 0.8974 1.1813 -4.7741
H -0.7509 0.7662 -3.7978
H 1.6795 -1.5833 0.7254
H 1.0126 1.5054 3.2500
H -0.5852 -2.0531 0.2547
H 2.8838 0.2719 -3.0417
H 2.5603 -0.0107 -1.0703
H -2.9181 -0.4755 3.5194
H 0.8539 -2.7224 -3.8158
H 0.8055 1.6563 -3.2996
H -1.3293 -1.2399 -2.1351
H -0.3951 3.0842 4.1460
H -2.6205 1.1951 1.6908
H 1.9746 0.2761 1.4164
H 2.8877 -1.4702 -2.9673
H -0.8067 -1.5290 -4.1201
H 0.9412 -1.8092 -1.7101